69
Properties=species:S:1:pos:R:3 method="wB97M-V/def2-TZVPD" charge=+1 e_tot_ha=-1607.1439 gap_ev=5.42 e_homo_ev=-9.5 de_lowest_kcal_mol=116.61
C -3.06309 -4.38343 -0.73051
N -3.06483 -2.95742 -0.48073
C -1.98697 -2.30466 0.06886
C -2.33765 -1.02485 0.49926
C -1.34456 0.03524 0.95723
C -1.82408 1.44999 1.30684
C -2.38464 2.21834 0.28019
C -2.91804 3.48467 0.52069
C -2.91013 4.01387 1.80984
C -3.52359 5.35843 2.03394
C -2.29463 3.30143 2.84107
C -1.68145 2.07977 2.56023
C -3.71785 -0.86028 0.08627
C -4.64910 0.14769 0.32021
C -5.97169 -0.00579 -0.10746
C -6.39695 -1.21153 -0.69361
C -5.48004 -2.26292 -0.94936
C -4.15932 -2.08425 -0.52534
H -4.01564 -4.71195 -1.13673
H -2.27325 -4.66610 -1.43143
H -2.85825 -4.94440 0.19027
H -1.08241 -2.86723 0.23915
H -0.75974 -0.30682 1.83933
H -2.42898 1.84767 -0.73758
H -3.36208 4.11566 -0.25836
H -3.38264 5.74857 3.05087
H -3.07338 6.07773 1.34379
H -4.60386 5.36211 1.81923
H -2.26674 3.71688 3.85655
H -1.09306 1.57725 3.32000
H -4.37740 1.02983 0.89732
H -6.69861 0.80572 0.03280
H -7.45116 -1.30223 -0.96848
H -5.77412 -3.15490 -1.50169
C 1.59843 0.73997 -2.28704
N 2.32430 0.90185 -1.02830
C 2.74109 -0.10984 -0.20032
H -0.76184 0.14505 0.10958
C 2.74587 -1.52278 -0.54263
C 3.95074 -1.82308 -1.24678
C 4.22912 -3.11094 -1.62809
C 3.27705 -4.10114 -1.33751
N 3.57842 -5.39675 -1.81012
O 2.81962 -6.35379 -1.55593
O 4.64529 -5.46707 -2.48316
C 2.08385 -3.82987 -0.62718
C 1.80384 -2.53086 -0.18519
N 3.40132 0.44681 0.83415
C 3.80128 -0.32412 1.99695
C 3.61331 1.79861 0.57787
C 2.98443 2.08354 -0.65233
C 3.53538 3.02210 -1.53189
C 4.77352 3.58695 -1.17141
C 5.37464 3.30352 0.06383
C 4.74764 2.47367 1.00254
H 1.79362 1.66418 -2.84116
H 1.89920 -0.15263 -2.85573
H 0.50149 0.65633 -2.17599
H 4.66631 -1.01675 -1.47230
H 5.16591 -3.33902 -2.12779
H 1.39105 -4.65344 -0.41689
H 0.91483 -2.24081 0.39345
H 4.49547 0.26646 2.57606
H 2.93122 -0.53106 2.62197
H 4.24112 -1.30079 1.80744
H 3.11633 3.18506 -2.52297
H 5.27316 4.26024 -1.87953
H 6.35558 3.72967 0.28760
H 5.19738 2.21863 1.95615